Molecular formula: C32H22FMgN5O4
Method: DFT, ωB97M-V/def2-TZVPD

The total charge is -2. For the calculated total energy, the calculation gives -2107.526784 Eh. For the HOMO energy, the calculation gives -0.05429 Eh. The value obtained for the energy above the lowest of the compared OMol25 structures with the same formula, charge and spin is 0.138 eV.

```
65
C32H22FMgN5O4, DFT ωB97M-V/def2-TZVPD
Mg 0.349 -0.545 0.168
O 2.059 -2.433 3.782
C 1.456 -2.072 2.777
N 1.204 -0.840 2.282
C 1.554 0.257 3.006
O 2.290 0.352 3.979
C 0.874 1.533 2.514
C 1.223 2.745 3.091
C 0.593 3.897 2.653
C -0.377 3.794 1.668
C -0.661 2.539 1.151
N -0.045 1.434 1.556
C 0.788 -3.158 1.935
C 0.864 -4.491 2.324
C 0.205 -5.435 1.559
C -0.497 -5.022 0.433
C -0.500 -3.674 0.115
N 0.125 -2.768 0.856
H 1.985 2.743 3.857
H 0.856 4.863 3.069
H -0.897 4.664 1.287
H -1.397 2.410 0.363
H 1.430 -4.736 3.211
H 0.238 -6.485 1.831
H -1.025 -5.729 -0.194
H -1.003 -3.292 -0.765
O 1.098 -1.756 -1.422
C 1.356 -1.369 -2.609
C 2.477 -1.888 -3.325
C 2.771 -1.508 -4.613
C 1.964 -0.597 -5.305
C 0.858 -0.088 -4.649
C 0.541 -0.432 -3.333
C -0.686 0.104 -2.767
N -0.980 0.058 -1.527
N -2.260 0.508 -1.196
C -2.560 0.023 -0.005
O -1.841 -0.722 0.714
C -3.913 0.424 0.527
C -4.817 1.168 -0.228
C -6.049 1.524 0.301
C -6.393 1.140 1.593
C -5.495 0.400 2.349
C -4.263 0.043 1.818
H 3.108 -2.587 -2.788
H 3.650 -1.920 -5.100
H 2.200 -0.296 -6.318
H 0.203 0.614 -5.161
H -1.421 0.530 -3.459
H -4.528 1.458 -1.229
H -6.744 2.104 -0.296
H -7.355 1.420 2.007
H -5.754 0.101 3.359
H -3.540 -0.530 2.384
F 5.226 3.490 -1.312
C 4.182 2.643 -1.000
C 4.432 1.514 -0.252
C 3.357 0.674 0.046
C 2.027 0.901 -0.355
C 1.877 2.076 -1.112
C 2.915 2.948 -1.446
H 5.441 1.301 0.084
H 3.590 -0.210 0.639
H 0.885 2.345 -1.478
H 2.753 3.841 -2.040
```